3 unconnected molecules or ions with the total composition C38H72BrFN4O4PSi, computed with ωB97M-V/def2-TZVPD.

Structure (XYZ):
```
122
Properties=species:S:1:pos:R:3:forces:R:3:mulliken_spin:R:1
C 0.736 1.743 1.353 -0.01 -0.71 1.02 0.00
Si 1.163 2.100 -0.481 1.44 -0.03 -0.44 0.00
C 3.064 2.481 -0.570 0.28 -0.41 -0.33 0.00
C 0.257 3.615 -1.235 -1.10 0.06 -0.36 0.00
C -0.833 4.301 -0.271 -0.45 1.10 -0.98 0.00
C -2.360 3.840 -0.608 -0.05 0.06 -0.68 0.00
C -3.269 5.100 -1.100 0.13 0.25 1.35 0.00
C -4.812 4.962 -0.684 0.16 0.99 -0.51 0.00
C -5.712 4.138 -1.743 -0.06 0.20 0.76 0.00
C -6.520 2.920 -1.011 -0.06 1.09 -0.89 0.00
C -6.522 1.590 -1.909 -0.74 2.60 -0.60 0.00
N -6.205 0.303 -1.139 2.10 -0.41 -1.32 0.00
P -7.576 0.117 0.054 -4.71 -0.51 2.52 0.00
N -7.258 1.013 1.539 1.47 -1.63 -1.90 0.00
O -7.687 -1.510 0.592 1.17 2.31 -0.57 0.00
C -4.849 0.340 -0.513 3.06 -0.41 0.27 0.00
F -3.878 0.698 -1.533 -1.89 -0.47 1.28 0.00
C -4.371 -1.058 0.124 -0.95 0.63 0.99 0.00
O -4.969 -2.227 -0.471 -0.28 1.75 -0.63 0.00
C -5.290 -2.048 -1.863 0.46 -0.85 -0.42 0.00
C -6.211 -0.786 -2.214 0.74 -1.19 -1.29 0.00
Br -8.090 -1.328 -2.719 1.20 0.31 0.30 0.00
C 0.889 0.597 -1.657 -0.99 -3.01 -2.04 0.00
C 2.067 -0.183 -2.334 -4.31 -1.10 -0.85 0.00
C 1.710 -1.351 -3.302 -2.50 2.33 1.86 0.00
C 0.222 -1.702 -3.565 0.82 1.78 1.67 0.00
C -0.957 -0.975 -2.873 3.83 1.39 0.83 0.00
C -0.606 0.185 -1.914 2.88 -2.06 -1.85 0.00
H -0.210 2.252 1.736 1.31 -0.56 -0.42 0.00
H 0.607 0.613 1.561 0.25 1.72 -0.44 0.00
H 1.655 2.077 1.972 -1.61 -0.39 -0.85 0.00
H 3.297 3.561 -0.245 -0.20 -1.71 -0.54 0.00
H 3.395 2.291 -1.662 -0.39 0.67 1.69 0.00
H 3.665 1.739 0.065 -0.75 1.21 -0.76 0.00
H 1.047 4.350 -1.615 -1.13 -0.89 0.67 0.00
H -0.319 3.243 -2.166 1.00 0.64 1.30 0.00
H -0.609 4.214 0.844 -0.27 -0.06 -1.56 0.00
H -0.808 5.432 -0.510 -0.01 -1.71 0.53 0.00
H -2.838 3.303 0.299 0.62 0.98 -1.34 0.00
H -2.379 3.095 -1.494 0.25 0.92 1.54 0.00
H -2.871 6.040 -0.554 -0.62 -1.48 -0.86 0.00
H -3.150 5.312 -2.214 -0.15 -0.45 1.41 0.00
H -4.839 4.549 0.380 -0.14 0.32 -1.42 0.00
H -5.247 6.031 -0.616 0.67 -1.70 -0.06 0.00
H -6.476 4.873 -2.186 1.19 -1.27 0.47 0.00
H -5.025 3.772 -2.578 -0.99 0.29 1.06 0.00
H -7.612 3.284 -0.935 1.71 -0.76 0.34 0.00
H -6.048 2.825 0.018 -0.76 -0.17 -1.39 0.00
H -7.564 1.530 -2.403 1.70 -0.56 1.03 0.00
H -5.790 1.770 -2.771 -0.68 -0.85 1.53 0.00
H -6.284 0.928 1.860 -0.75 0.31 0.45 0.00
H -7.567 1.991 1.470 0.25 -0.67 -0.13 0.00
H -8.461 -1.956 0.185 0.59 0.61 0.01 0.00
H -4.728 1.125 0.310 -0.58 -0.85 -1.49 0.00
H -4.735 -1.037 1.224 0.51 -0.19 -1.67 0.00
H -3.231 -1.064 0.171 -1.39 -0.04 -0.50 0.00
H -5.783 -3.029 -2.217 0.62 1.74 0.67 0.00
H -4.315 -1.952 -2.453 -1.23 0.12 0.65 0.00
H -5.788 -0.350 -3.195 -0.83 -0.44 1.83 0.00
H 3.148 0.104 -2.133 -1.70 -0.46 -0.31 0.00
H 2.568 -1.899 -3.817 -1.59 0.74 0.75 0.00
H 0.012 -2.554 -4.304 0.27 1.47 1.31 0.00
H -2.049 -1.252 -3.077 1.88 0.36 0.25 0.00
H -1.417 0.769 -1.373 1.13 -0.86 -0.86 0.00
C 8.036 3.590 3.508 0.11 0.39 0.09 0.01
C 7.577 2.539 2.456 0.24 0.07 2.04 0.03
C 8.747 1.596 2.087 0.06 -0.01 -0.44 0.02
C 9.800 2.249 1.199 -0.09 0.14 -0.03 -0.02
C 9.150 2.866 -0.039 -0.04 -0.48 0.28 0.02
C 8.006 3.841 0.312 0.81 1.68 -0.80 0.03
N 7.014 3.242 1.262 -0.59 -3.55 -2.23 0.31
O 6.264 2.346 0.568 0.79 1.94 1.30 0.62
C 8.614 5.133 0.900 0.18 0.11 0.38 0.01
C 7.339 4.317 -1.004 -0.48 -0.54 0.13 -0.01
C 6.520 1.693 3.213 -0.36 -0.14 -0.76 -0.01
H 7.584 3.417 4.489 0.07 -0.24 -0.19 0.00
H 9.120 3.585 3.657 -0.08 0.08 -0.09 0.00
H 7.732 4.604 3.247 0.07 -0.12 -0.11 -0.01
H 8.360 0.714 1.562 -0.18 0.16 0.03 0.00
H 9.228 1.219 2.996 -0.26 0.16 0.07 0.00
H 10.352 3.010 1.759 -0.02 0.01 0.00 0.00
H 10.538 1.503 0.892 -0.03 0.03 0.03 0.00
H 9.916 3.382 -0.625 -0.21 0.18 0.01 0.00
H 8.776 2.054 -0.674 -0.18 0.13 0.08 0.00
H 7.830 5.819 1.239 0.05 -0.14 -0.02 -0.01
H 9.200 5.667 0.145 -0.17 -0.24 -0.06 0.00
H 9.300 4.956 1.730 -0.15 -0.01 -0.01 0.00
H 6.958 3.491 -1.610 -0.04 0.02 0.26 0.00
H 8.058 4.852 -1.632 0.10 -0.07 0.32 0.00
H 6.511 5.001 -0.797 0.05 -0.10 0.04 0.00
H 5.655 2.301 3.493 0.08 0.01 -0.07 0.00
H 6.947 1.279 4.132 0.19 0.27 -0.16 0.00
H 6.165 0.839 2.630 0.02 0.23 -0.10 0.00
C -1.368 -8.445 0.663 -0.30 -0.20 -0.21 0.01
C -0.697 -7.096 1.052 0.36 -2.03 0.35 0.03
C -1.139 -6.660 2.470 -0.16 0.41 -0.02 0.02
C -2.571 -6.141 2.530 -0.01 0.01 -0.15 -0.02
C -2.782 -5.032 1.498 0.34 -0.12 0.36 0.02
C -2.382 -5.462 0.071 -1.75 0.17 -0.84 0.04
N -1.013 -6.064 0.016 1.90 3.16 2.04 0.31
O -0.112 -5.054 0.146 -1.44 -1.84 -0.83 0.62
C -3.438 -6.454 -0.464 -0.10 -0.41 0.06 0.02
C -2.520 -4.240 -0.871 0.64 0.06 0.03 -0.03
C 0.814 -7.438 1.122 0.14 0.82 -0.21 -0.01
H -0.648 -9.268 0.626 0.03 0.24 0.21 0.00
H -2.148 -8.741 1.369 -0.02 0.07 -0.11 0.00
H -1.802 -8.423 -0.337 -0.01 0.12 0.12 -0.01
H -0.475 -5.869 2.839 0.06 -0.05 -0.23 0.00
H -1.031 -7.495 3.170 0.12 -0.06 -0.28 0.00
H -3.280 -6.957 2.362 0.00 0.01 -0.03 0.00
H -2.782 -5.755 3.531 0.01 -0.04 -0.04 0.00
H -3.831 -4.721 1.517 0.02 -0.03 -0.28 0.00
H -2.200 -4.156 1.809 0.12 -0.09 -0.20 0.00
H -3.147 -6.848 -1.444 0.04 0.04 0.15 -0.01
H -4.407 -5.962 -0.593 0.23 0.15 0.08 0.00
H -3.625 -7.296 0.203 0.12 0.04 -0.09 0.00
H -1.915 -3.385 -0.552 0.16 -0.23 -0.03 0.00
H -3.555 -3.887 -0.903 0.17 -0.45 0.23 0.00
H -2.231 -4.500 -1.894 0.12 -0.02 0.11 -0.01
H 1.196 -7.742 0.143 -0.09 0.06 0.05 0.00
H 0.988 -8.264 1.818 -0.36 0.06 -0.11 0.00
H 1.421 -6.604 1.482 -0.17 0.02 -0.19 0.00
```
Forces are in eV/Å.

Properties
HOMO-LUMO gap (alpha / beta): 7.05 / 7.30 eV
Net charge: +1
E_LUMO (alpha / beta): -2.99 / -2.99 eV
Expectation value of S²: 2.01
Multiplicity: 3